Density functional theory data (ωB97M-V/def2-TZVPD) for a 12-piece molecular cluster, C60H72N12O12 overall at a distorted geometry.

The geometry in XYZ format:
```
156
Properties=species:S:1:pos:R:3:forces:R:3:lowdin_charge:R:1
O -15.208956 -9.775487 19.037119 0.6 0.6 0.3 0.066
N -14.399628 -8.910770 18.720410 -0.9 -0.5 0.7 -0.353
O -14.101266 -8.680192 17.580083 0.5 0.4 -0.8 0.083
C -13.759495 -8.087996 19.784752 -0.6 -1.3 0.8 -0.139
C -12.934755 -7.061216 19.418372 -0.3 -0.6 -0.4 -0.028
C -12.273201 -6.412150 20.414224 1.4 1.9 1.0 -0.096
C -12.413411 -6.712787 21.771872 -1.1 -1.7 0.1 -0.058
C -13.242299 -7.827885 22.153453 0.8 2.0 -1.8 -0.041
C -13.936688 -8.486136 21.114716 0.9 0.3 1.1 0.005
H -12.788094 -6.840389 18.379668 0.0 0.1 -0.2 0.120
H -11.589251 -5.599406 20.103163 -0.5 -0.4 0.4 0.108
H -11.911367 -6.155823 22.562706 0.1 -0.1 -0.4 0.096
H -13.279966 -8.043665 23.215422 -0.3 -0.5 -0.3 0.090
H -14.505211 -9.349169 21.407884 -0.4 -0.2 -0.5 0.110
O -5.323312 -9.417680 27.111480 0.6 0.0 0.4 0.052
N -5.805333 -8.466963 27.692785 -0.2 1.0 -0.4 -0.305
O -7.008332 -8.265715 27.731173 0.4 0.2 0.5 0.061
C -4.880738 -7.404632 28.274575 -1.0 -0.1 0.1 -0.117
C -3.524172 -7.570707 28.208412 1.1 0.3 0.5 -0.038
C -2.671365 -6.606650 28.764108 -1.3 0.5 0.0 -0.061
C -3.170863 -5.395881 29.270066 -0.4 -1.5 -0.3 -0.042
C -4.567785 -5.257966 29.298638 0.3 0.8 0.3 -0.061
C -5.421793 -6.265317 28.870816 0.4 -0.2 -0.4 -0.018
H -3.041491 -8.431037 27.801003 -0.2 -0.6 -0.3 0.102
H -1.636660 -6.828303 28.820769 0.9 0.0 -0.1 0.094
H -2.464474 -4.679352 29.676065 -0.4 0.2 -0.1 0.110
H -5.012557 -4.320771 29.657933 0.2 -0.5 -0.1 0.116
H -6.476525 -6.131891 28.972854 -0.4 0.0 -0.1 0.081
O 0.510172 -11.072235 22.077467 -0.5 0.2 -0.9 0.080
N 0.525894 -11.232662 23.271637 -0.9 -0.3 0.0 -0.378
O 1.530773 -11.276861 23.918362 1.1 0.0 1.2 0.085
C -0.761279 -11.374767 23.975961 -2.2 -0.2 1.2 -0.134
C -1.972653 -11.350447 23.264245 -0.3 0.4 0.1 0.000
C -3.222106 -11.327741 23.928413 0.5 0.0 -0.8 -0.070
C -3.244198 -11.256684 25.309106 -0.7 0.3 0.3 -0.092
C -2.081033 -11.290214 26.060238 1.5 -0.9 -1.2 -0.068
C -0.843718 -11.461069 25.392102 -0.1 1.2 -0.5 0.005
H -1.996440 -11.232418 22.192858 0.3 -0.3 -0.2 0.111
H -4.171665 -11.328232 23.334990 1.2 0.1 0.6 0.090
H -4.194473 -11.085607 25.808599 0.1 -0.2 0.0 0.082
H -2.083344 -11.267335 27.139049 -0.1 0.1 0.1 0.101
H 0.075218 -11.430469 25.958022 0.1 -0.2 0.0 0.107
O -13.782116 -15.772693 24.426780 -0.4 0.1 -0.9 0.096
N -13.204341 -15.813989 25.482340 -0.4 -0.4 -0.4 -0.381
O -12.894665 -16.841344 26.041675 0.3 -0.4 0.5 0.073
C -12.886384 -14.563419 26.093616 1.6 2.2 1.5 -0.158
C -12.851573 -13.368017 25.342160 -0.2 0.3 0.6 0.017
C -12.463876 -12.150697 25.939986 -0.1 -0.9 1.0 -0.052
C -12.098768 -12.160772 27.310337 -0.7 0.0 -1.5 -0.090
C -12.082750 -13.348925 28.035381 0.0 0.5 -0.5 -0.080
C -12.440598 -14.564322 27.437019 -0.3 0.3 -0.2 -0.007
H -13.184918 -13.341995 24.317262 0.0 -0.3 -0.1 0.115
H -12.468825 -11.201728 25.395829 0.0 -0.6 0.0 0.082
H -11.893405 -11.213029 27.804449 0.2 -0.3 0.0 0.093
H -11.755801 -13.172594 29.052566 -0.1 -0.9 0.2 0.089
H -12.421829 -15.501690 27.993140 0.0 0.3 -0.2 0.118
O -5.484443 -7.031564 23.729272 -0.5 0.6 0.5 0.055
N -4.741245 -7.556619 22.935714 1.0 -0.6 0.8 -0.329
O -5.116045 -8.113545 21.927168 0.6 0.1 -0.2 0.079
C -3.278773 -7.599284 23.328590 0.8 0.2 -0.6 -0.111
C -2.840328 -7.488478 24.648153 -0.9 -0.1 -0.2 -0.003
C -1.482351 -7.601945 24.971406 -1.0 -0.1 0.3 -0.067
C -0.549683 -7.830810 23.983835 -0.6 0.0 -0.4 -0.057
C -0.999489 -7.892282 22.646719 1.2 -0.2 0.7 -0.064
C -2.324741 -7.753063 22.315813 -0.6 -0.4 0.0 -0.015
H -3.580700 -7.364909 25.431696 0.1 0.0 0.0 0.099
H -1.241546 -7.568919 26.035118 0.2 0.0 -0.4 0.102
H 0.477811 -7.995042 24.286205 0.1 0.0 -0.4 0.114
H -0.272057 -8.130548 21.877501 -0.1 0.2 0.0 0.112
H -2.597020 -7.858220 21.274580 -0.3 0.1 0.1 0.122
O -10.788424 -3.441246 31.909234 0.1 -0.3 -0.5 0.078
N -11.355856 -4.512443 31.902999 -0.2 -0.8 0.6 -0.337
O -12.225475 -4.817952 32.708361 0.3 -0.1 -0.7 0.065
C -10.939553 -5.572800 30.896902 1.1 1.3 -0.1 -0.138
C -9.891931 -5.291890 30.043240 0.4 -0.5 -1.4 0.017
C -9.541472 -6.233062 29.032582 -0.1 1.1 0.8 -0.072
C -10.211914 -7.417535 28.932855 -0.7 -0.7 0.6 -0.074
C -11.209466 -7.733709 29.877906 0.5 0.4 -0.6 -0.047
C -11.540504 -6.797244 30.847607 -1.1 -1.2 0.5 -0.029
H -9.357015 -4.363197 30.057925 0.0 0.4 0.2 0.109
H -8.781358 -6.038571 28.283648 0.1 0.4 0.4 0.059
H -9.920375 -8.096793 28.141244 -0.2 -0.2 0.1 0.090
H -11.744963 -8.675447 29.810864 0.1 0.1 0.2 0.103
H -12.264920 -7.054572 31.608622 -0.2 0.1 -0.1 0.119
C -8.926174 -14.744593 31.175254 -0.1 -0.1 0.5 -0.099
C -7.634786 -14.005982 30.870029 -0.5 0.2 0.1 -0.260
C -7.617994 -13.478990 29.448521 -0.1 -0.4 -0.4 -0.187
C -8.636333 -12.435935 29.262955 -0.7 0.8 0.1 -0.197
N -9.444659 -11.605505 29.226614 0.9 -1.0 -0.1 0.181
H -8.935449 -15.698956 30.634552 -0.2 0.2 0.0 0.077
H -9.825909 -14.163877 30.943467 0.2 -0.1 -0.1 0.069
H -8.970974 -14.980135 32.243207 0.0 0.0 -0.1 0.079
H -6.831115 -14.710531 31.035176 0.5 0.1 -0.1 0.112
H -7.508801 -13.136717 31.488626 0.1 0.2 0.8 0.108
H -7.876983 -14.347105 28.841871 0.1 0.2 -0.6 0.092
H -6.638441 -13.087512 29.166866 -0.1 -0.1 -0.1 0.125
C -8.581979 -14.583959 25.730444 -0.4 0.3 0.4 -0.091
C -9.280763 -15.869879 26.140392 -0.9 0.1 0.0 -0.255
C -8.338681 -16.945116 26.665903 0.1 0.2 -0.3 -0.167
C -7.321843 -17.142929 25.634310 -0.3 -0.5 0.7 -0.223
N -6.621147 -17.335317 24.753510 0.6 0.0 -0.6 0.175
H -9.342904 -13.806933 25.593938 0.2 0.0 0.0 0.072
H -8.067187 -14.696033 24.788629 0.3 0.0 -0.2 0.043
H -7.875964 -14.235194 26.502087 -0.1 -0.1 -0.3 0.076
H -9.864090 -16.261409 25.293825 0.2 0.0 0.1 0.123
H -10.027144 -15.647618 26.904116 0.1 0.0 0.1 0.088
H -8.843608 -17.897976 26.835414 0.0 0.1 0.0 0.127
H -7.890398 -16.615496 27.603135 0.2 -0.1 0.0 0.108
C -6.167074 -16.507761 20.946191 -0.9 -0.3 -0.1 -0.104
C -7.002566 -15.356701 21.462213 -0.2 1.0 0.5 -0.266
C -6.317293 -14.567852 22.593721 -0.1 1.2 -0.5 -0.197
C -5.117212 -13.871713 22.036452 -0.3 -0.3 0.4 -0.208
N -4.254710 -13.302852 21.526889 -0.3 -0.2 0.2 0.158
H -5.278093 -16.218308 20.388953 0.0 0.3 0.2 0.077
H -6.823476 -17.035374 20.264654 0.1 -0.5 -0.3 0.069
H -5.898241 -17.189669 21.747312 0.1 -0.1 0.1 0.067
H -8.010666 -15.605408 21.845373 0.6 -0.6 -0.2 0.113
H -7.220928 -14.633548 20.661517 0.2 -0.2 0.1 0.115
H -6.128661 -15.129628 23.511119 0.4 -0.2 -0.4 0.079
H -7.012666 -13.764425 22.897451 0.3 -0.1 -0.1 0.099
C -8.341446 -7.081163 20.894245 0.1 0.0 -0.5 -0.087
C -7.420200 -5.855003 20.750329 -0.5 0.6 0.6 -0.243
C -7.901593 -4.888564 19.625178 -0.2 -1.0 0.1 -0.189
C -7.133464 -3.660600 19.579542 0.9 0.2 0.2 -0.243
N -6.400402 -2.774093 19.618343 -0.4 -0.1 -0.1 0.142
H -9.298012 -6.858163 21.381245 0.1 0.2 -0.3 0.055
H -7.915120 -7.891196 21.492669 0.3 0.3 -0.1 0.051
H -8.530562 -7.493854 19.877693 -0.1 0.1 0.7 0.088
H -6.376855 -6.142642 20.655304 0.0 -0.2 -0.7 0.096
H -7.378291 -5.244226 21.653621 -0.3 -0.2 0.4 0.084
H -8.965802 -4.630345 19.740573 0.3 -0.2 0.1 0.114
H -7.792843 -5.424437 18.681037 -0.1 0.2 -0.2 0.119
C -8.939049 -6.272531 24.869308 -0.5 0.4 -0.3 -0.087
C -8.975497 -4.801540 24.482387 0.8 0.3 -0.4 -0.241
C -7.631406 -4.115076 24.769703 0.2 0.0 -0.7 -0.185
C -7.314420 -4.123219 26.185043 -0.4 -0.1 0.7 -0.194
N -7.237592 -4.165223 27.332821 0.2 0.1 -0.3 0.180
H -8.189614 -6.765083 24.243785 0.0 -0.2 0.3 0.066
H -9.915032 -6.690863 24.642054 -0.1 -0.4 0.0 0.059
H -8.737410 -6.424066 25.930699 0.1 0.0 -0.1 0.056
H -9.723026 -4.200199 24.974641 -0.6 -0.2 0.2 0.108
H -9.118666 -4.720995 23.389477 -0.1 0.0 0.4 0.103
H -7.610873 -3.085129 24.401311 0.0 -0.1 0.1 0.127
H -6.869000 -4.672341 24.229020 0.3 0.0 0.0 0.100
C -7.036278 -10.021674 24.204532 0.2 0.2 0.2 -0.086
C -7.809684 -11.031210 25.079358 -0.5 0.1 0.6 -0.218
C -9.017484 -10.381046 25.836798 0.3 0.0 -0.6 -0.169
C -10.064096 -9.913752 24.946266 0.6 0.2 0.0 -0.241
N -10.882283 -9.542233 24.239375 -0.6 0.2 -0.4 0.171
H -7.711841 -9.548155 23.478277 0.1 0.0 0.2 0.066
H -6.222915 -10.460832 23.586986 -0.5 0.0 0.6 0.062
H -6.591263 -9.217667 24.838117 -0.3 -0.6 -0.5 0.062
H -7.210468 -11.457970 25.893217 0.3 0.1 -0.3 0.096
H -8.212293 -11.883271 24.518409 0.2 0.2 -0.2 0.090
H -8.682537 -9.544567 26.443849 0.1 0.1 0.1 0.087
H -9.545546 -11.061394 26.491770 0.3 -0.5 0.4 0.075
```
Positions in Å, forces in eV/Å.

Results
Energy = -3888.851980 hartree
HOMO-LUMO gap = 0.322 Ha
ΔE to the lowest compared entry with this formula, charge and spin = 0.0 kJ/mol
E_HOMO = -9.93 eV
SMILES = O=[N+]([O-])c1ccccc1.O=[N+]([O-])c1ccccc1.O=[N+]([O-])c1ccccc1.O=[N+]([O-])c1ccccc1.O=[N+]([O-])c1ccccc1.O=[N+]([O-])c1ccccc1.CCCC#N.CCCC#N.CCCC#N.CCCC#N.CCCC#N.CCCC#N
E_LUMO = -1.16 eV

Density functional theory data (ωB97M-V/def2-TZVPD) for a 2-piece molecular cluster, C2H6O3 overall at a distorted geometry.

The geometry in XYZ format:
```
11
Properties=species:S:1:pos:R:3:forces:R:3:lowdin_charge:R:1
C 0.117072 0.604637 -1.391730 -1.3 1.0 1.9 -0.071
C -0.565737 0.937188 -0.051624 1.4 0.4 -2.2 -0.390
O -1.291214 0.076384 0.480401 -1.2 -3.4 1.9 -0.106
O 0.224062 -1.436660 1.751100 1.8 -3.6 -0.5 0.060
O 1.193525 -0.471625 1.347163 2.0 1.7 0.3 0.010
H 0.467228 -0.394003 -1.208552 0.1 -0.8 -0.9 0.049
H -0.569654 0.815200 -2.223853 0.3 -0.7 0.0 0.078
H 0.936829 1.264170 -1.423210 1.2 0.7 -0.6 0.046
H -0.668241 1.886943 0.368981 0.3 2.0 0.2 0.078
H -0.400922 -0.992959 1.098929 -3.7 1.4 -1.3 0.039
H 0.557052 -2.289276 1.252394 -0.9 1.2 1.3 0.209
```
Positions in Å, forces in eV/Å.

Results
Energy = -305.161630 hartree
HOMO-LUMO gap (spin up / spin down) = 0.181 / 0.196 Ha
ΔE to the lowest compared entry with this formula, charge and spin = 349.8 kJ/mol
E_HOMO (spin up / spin down) = -4.91 / -8.73 eV
Multiplicity = 3
E_LUMO (spin up / spin down) = 0.01 / -3.41 eV